{"formula": "CH3NO2", "method": "ωB97M-V/def2-TZVPD", "species": ["C", "O", "H", "H", "N", "O", "H"], "positions_angstrom": [[-1.02386, 0.14046, 0.74834], [-0.82872, 0.85363, -0.21760], [-0.11863, -0.33552, 1.31962], [-2.06279, -0.07685, 1.02387], [2.28151, 0.27903, -0.86302], [1.61505, 0.46064, 0.13024], [3.08520, -0.36862, -0.55586]], "nbo_charge": [0.2498, -0.4898, 0.1190, 0.1203, 0.0123, -0.2510, 0.2394], "e_tot_ha": -244.99056, "homo_lumo_gap_ev": 9.02, "de_lowest_kcal_mol": 118.33, "smiles": "C=O.N=O"}

{"formula": "CH3NO2", "method": "ωB97M-V/def2-TZVPD", "species": ["C", "N", "O", "O", "H", "H", "H"], "positions_angstrom": [[0.61159, 0.05678, -0.01130], [-0.79864, -0.17648, -0.14350], [-1.34725, -0.82137, -0.93144], [-1.49917, 0.55056, 1.01509], [0.92387, -0.02993, 0.94353], [1.23100, -0.61650, -0.62675], [0.87860, 1.03694, -0.24562]], "mulliken_spin": [-0.0185, 0.5032, 0.4329, 1.0342, 0.0173, 0.0104, 0.0205], "e_tot_ha": -244.89342, "homo_lumo_gap_ev": [8.70, 8.79], "de_lowest_kcal_mol": 47.45, "s2": 2.01, "spin_multiplicity": 3}

{"formula": "CH3NO2P", "method": "ωB97M-V/def2-TZVPD", "species": ["C", "N", "O", "O", "P", "H", "H", "H"], "positions_angstrom": [[-0.12031, -1.35262, -0.91787], [0.46717, 0.62844, 1.13684], [0.96618, -1.16757, -1.40023], [-0.95641, -2.20729, -0.96406], [-0.89754, 0.07426, 0.37661], [0.33482, 1.10358, 2.01778], [1.30606, 0.87532, 0.78017], [-1.09998, 2.04588, -1.02925]], "nbo_charge": [0.6799, -1.1542, -0.7236, -0.7202, 0.6096, 0.3642, 0.3763, -0.4320], "e_tot_ha": -586.45860, "homo_lumo_gap_ev": 7.46, "de_lowest_kcal_mol": 58.83, "total_charge": -1}

{"formula": "CH3NO2S", "method": "ωB97M-V/def2-TZVPD", "species": ["C", "N", "O", "O", "S", "H", "H", "H"], "positions_angstrom": [[-1.31637, -1.18767, 0.04118], [0.61192, 0.02707, -0.08783], [-1.01593, -2.18809, 0.58105], [-1.07454, 0.46937, -2.23810], [-0.34987, -0.53200, -1.52189], [-1.98943, -0.24161, 0.17246], [1.14302, 0.89697, -0.13109], [1.33449, -0.75994, 0.07894]], "nbo_charge": [0.2928, -1.0674, -0.4938, -0.9203, 1.2424, 0.1560, 0.3977, 0.3925], "e_tot_ha": -643.23841, "homo_lumo_gap_ev": 9.23, "de_lowest_kcal_mol": 47.54}

{"formula": "CH3NO2S", "method": "ωB97M-V/def2-TZVPD", "species": ["N", "S", "O", "C", "O", "H", "H", "H"], "positions_angstrom": [[-1.61425, -0.85758, -0.35290], [-0.50384, -0.83314, 0.79269], [0.27470, 0.68697, 0.64563], [1.51892, 0.67120, 0.23280], [2.24301, -0.19759, -0.05374], [-1.33283, -1.00378, -1.28189], [-2.32519, -0.16427, -0.27405], [1.73949, 1.69819, 0.29146]], "nbo_charge": [-0.9773, 0.6782, -0.6608, 0.6538, -0.5488, 0.3789, 0.3803, 0.0956], "e_tot_ha": -643.29763, "homo_lumo_gap_ev": 10.03, "de_lowest_kcal_mol": 10.37, "smiles": "NSOC=O"}

{"formula": "CH3NO2S2", "method": "ωB97M-V/def2-TZVPD", "species": ["O", "C", "O", "N", "S", "H", "S", "H", "H"], "positions_angstrom": [[-2.33767, 1.51818, -0.01536], [-1.17763, 1.54356, -0.08214], [-0.03243, 1.63942, -0.21999], [-1.13936, -1.06719, 0.84411], [-1.20526, -2.02164, -0.34601], [-1.76432, -0.92662, 1.61635], [2.91715, -0.30230, -0.18152], [2.83829, -1.00653, -1.35712], [1.90124, 0.62311, -0.25832]], "nbo_charge": [-0.5198, 1.0452, -0.5261, -0.8295, 0.4579, 0.3766, -0.3345, 0.1533, 0.1769], "e_tot_ha": -1041.45869, "homo_lumo_gap_ev": [7.43, 7.44], "de_lowest_kcal_mol": 20.47, "smiles": "O=C=O.N=S.S"}

{"formula": "CH3NO3", "method": "ωB97M-V/def2-TZVPD", "species": ["C", "N", "O", "O", "O", "H", "H", "H"], "positions_angstrom": [[0.57167, -0.44387, -0.30937], [-0.15035, -0.15729, 0.92058], [-0.31330, 1.16823, 0.82439], [-0.81459, 1.34080, -0.56660], [-0.08948, 0.39423, -1.34382], [1.60206, -0.25240, -0.01340], [0.34014, -1.44478, -0.58672], [-1.14616, -0.60492, 1.07494]], "nbo_charge": [0.0159, -0.2997, -0.1290, -0.0596, -0.2712, 0.1988, 0.1962, 0.3486], "e_tot_ha": -320.12261, "homo_lumo_gap_ev": 10.83, "de_lowest_kcal_mol": 138.06, "smiles": "C1NOOO1"}

{"formula": "CH3NO3", "method": "ωB97M-V/def2-TZVPD", "species": ["N", "C", "O", "O", "O", "H", "H", "H"], "positions_angstrom": [[0.26017, -0.40435, -1.31134], [-0.02473, -0.21962, -0.02943], [-0.58292, -0.94955, 0.75859], [0.31253, 1.02269, 0.40279], [0.16158, 1.02500, 1.82437], [0.12201, -1.31742, -1.74676], [0.21165, 0.46733, -1.94716], [-0.46027, 0.37592, 2.04893]], "nbo_charge": [-0.8411, 0.8480, -0.6508, -0.2606, -0.4152, 0.4209, 0.4202, 0.4787], "e_tot_ha": -320.30087, "homo_lumo_gap_ev": 11.20, "de_lowest_kcal_mol": 26.19, "smiles": "NC(=O)OO"}